# 1
Below is a molecular structure, C54H44AsBiClN6O10PS at a distorted geometry, with properties calculated with wB97M-V/def2-TZVPD.

Last column: Löwdin charge in e.
Geometry (Å):
Bi 0.309 -0.012 -0.112  2.007
C -4.786 2.655 -1.608  -0.035
N -3.382 2.422 -1.784  -0.078
C -2.513 2.033 -0.813  -0.501
N -1.307 1.825 -1.309  0.020
C -1.398 2.046 -2.642  -0.189
C -2.689 2.440 -2.957  -0.127
C -3.206 2.839 -4.263  -0.170
C -3.798 4.087 -4.442  -0.037
C -4.166 4.510 -5.706  -0.082
C -3.953 3.693 -6.803  -0.084
C -3.399 2.436 -6.624  -0.064
C -3.025 2.006 -5.365  -0.010
C -0.370 1.772 -3.646  -0.178
C -0.026 2.742 -4.584  -0.049
C 0.776 2.411 -5.661  -0.079
C 1.214 1.106 -5.826  -0.082
C 0.874 0.136 -4.895  -0.082
C 0.098 0.469 -3.798  -0.037
P -3.114 1.651 0.865  1.130
C -1.961 2.746 1.759  -0.419
N -0.665 2.503 1.788  0.138
C -0.147 3.320 2.734  -0.181
C -1.156 4.087 3.290  -0.122
N -2.307 3.703 2.661  -0.058
C -3.618 4.231 2.902  -0.018
C -1.070 5.038 4.400  -0.176
C -0.361 6.227 4.263  -0.024
C -0.209 7.080 5.342  -0.070
C -0.757 6.753 6.571  -0.082
C -1.459 5.569 6.717  -0.077
C -1.616 4.714 5.640  -0.030
C 1.215 3.260 3.280  -0.178
C 2.126 4.288 3.082  -0.057
C 3.337 4.286 3.751  -0.075
C 3.643 3.259 4.626  -0.091
C 2.747 2.218 4.809  -0.093
C 1.540 2.212 4.135  -0.030
C -2.077 -0.954 1.430  -0.498
N -0.920 -1.474 1.052  0.004
C -0.994 -2.830 1.261  -0.144
C -2.236 -3.107 1.782  -0.096
N -2.899 -1.897 1.902  0.013
C -4.254 -1.684 2.324  0.014
C -2.708 -4.369 2.351  -0.172
C -1.887 -4.977 3.301  -0.016
C -2.274 -6.156 3.905  -0.070
C -3.472 -6.757 3.548  -0.084
C -4.281 -6.170 2.590  -0.076
C -3.909 -4.975 1.997  -0.029
C 0.131 -3.688 0.920  -0.171
C 1.419 -3.246 1.214  -0.050
C 2.518 -3.988 0.829  -0.060
C 2.335 -5.194 0.173  -0.070
C 1.055 -5.661 -0.086  -0.076
C -0.050 -4.914 0.282  -0.020
H -5.211 1.876 -0.972  0.072
H -5.270 2.605 -2.580  0.102
H -4.963 3.635 -1.155  0.096
H -3.940 4.742 -3.593  0.114
H -4.608 5.486 -5.836  0.102
H -4.226 4.033 -7.791  0.102
H -3.250 1.788 -7.473  0.106
H -2.602 1.026 -5.221  0.128
H -0.401 3.751 -4.478  0.123
H 1.031 3.163 -6.395  0.105
H 1.814 0.844 -6.685  0.106
H 1.210 -0.882 -5.016  0.105
H -0.194 -0.290 -3.087  0.085
H -3.556 4.994 3.677  0.093
H -4.292 3.439 3.229  0.091
H -4.021 4.686 1.996  0.094
H 0.062 6.485 3.304  0.112
H 0.347 7.999 5.229  0.105
H -0.646 7.423 7.412  0.104
H -1.875 5.304 7.678  0.104
H -2.145 3.779 5.761  0.120
H 1.876 5.094 2.406  0.111
H 4.037 5.093 3.591  0.105
H 4.584 3.267 5.155  0.105
H 2.992 1.412 5.483  0.109
H 0.836 1.407 4.274  0.120
H -4.535 -2.462 3.031  0.101
H -4.904 -1.726 1.447  0.092
H -4.330 -0.700 2.786  0.094
H -0.949 -4.511 3.562  0.124
H -1.643 -6.600 4.660  0.106
H -3.770 -7.682 4.018  0.102
H -5.209 -6.642 2.301  0.104
H -4.531 -4.529 1.236  0.119
H 1.563 -2.331 1.770  0.087
H 3.500 -3.600 1.043  0.102
H 3.192 -5.777 -0.131  0.103
H 0.917 -6.613 -0.580  0.102
H -1.050 -5.264 0.065  0.119
O -3.802 -1.853 -0.653  -0.420
Cl -3.142 -0.645 -1.166  0.816
O -3.788 -0.227 -2.406  -0.396
O -1.702 -0.971 -1.469  -0.557
O -2.230 0.354 1.499  -0.257
O 3.861 1.373 2.213  -0.254
As 3.133 0.145 1.109  0.904
O 3.953 -1.143 1.591  -0.393
O 1.492 0.130 1.618  -0.610
C 3.080 1.374 -0.407  -0.290
C 2.926 2.724 -0.133  -0.060
C 2.730 3.604 -1.188  -0.043
C 2.725 3.144 -2.497  -0.048
C 2.880 1.791 -2.763  -0.036
C 3.018 0.918 -1.703  -0.302
S 3.077 -0.863 -1.806  0.501
O 4.331 -1.276 -1.268  -0.257
O 2.751 -1.294 -3.130  -0.269
O 1.942 -1.217 -0.814  -0.578
H 4.126 0.928 3.024  0.035
H 2.966 3.067 0.891  0.088
H 2.579 4.655 -0.984  0.109
H 2.594 3.835 -3.316  0.109
H 2.885 1.403 -3.769  0.108

- HOMO-LUMO gap (eV) = 7.86
- strongest force on any atom (eV/A) = 3.7
- LUMO level (hartree) = -0.00781
- net charge = 0

# 2
Below is a molecular structure, C54H45N2O2PS5V at a distorted geometry, with properties calculated with wB97M-V/def2-TZVPD.

Last column: Löwdin charge in e.
Geometry (Å):
V -0.396 -1.207 -0.015  0.350
C -0.790 -1.345 4.251  -0.069
C -0.892 -0.887 2.968  -0.159
N -0.187 -1.425 1.936  -0.038
C 0.667 -2.477 2.241  -0.156
C 0.768 -3.025 3.537  -0.167
C 0.043 -2.442 4.554  -0.044
C 1.618 -4.187 3.722  -0.035
C 2.310 -4.725 2.709  -0.042
C 2.248 -4.152 1.381  -0.159
C 2.957 -4.633 0.299  -0.036
C 2.878 -3.969 -0.927  -0.069
C 2.041 -2.872 -1.039  -0.151
N 1.285 -2.422 -0.048  -0.024
C 1.417 -3.026 1.178  -0.170
H -1.377 -0.865 5.023  0.095
H -1.558 -0.082 2.701  0.048
H 0.108 -2.834 5.563  0.098
H 1.673 -4.625 4.713  0.104
H 2.935 -5.597 2.868  0.102
H 3.583 -5.513 0.414  0.104
H 3.456 -4.293 -1.783  0.091
H 1.979 -2.310 -1.965  0.086
S -2.590 -0.259 0.101  0.636
C -3.689 -1.630 0.041  -0.662
C -5.065 -1.433 0.239  -0.147
C -5.973 -2.477 0.170  -0.140
C -5.525 -3.769 -0.094  -0.144
C -4.170 -3.985 -0.292  -0.155
C -3.247 -2.939 -0.229  -0.644
S -1.531 -3.276 -0.485  0.654
H -5.403 -0.426 0.459  0.085
H -7.030 -2.284 0.316  0.081
H -6.221 -4.599 -0.133  0.078
H -3.801 -4.984 -0.498  0.085
O -1.937 -1.067 -3.285  -0.493
S -0.676 -1.842 -3.132  0.898
C -1.064 -3.474 -3.808  -0.375
C -2.306 -3.643 -4.389  -0.060
C -2.667 -4.899 -4.865  -0.081
C -1.792 -5.969 -4.748  -0.104
C -0.549 -5.787 -4.150  -0.088
C -0.185 -4.539 -3.672  -0.091
C 0.329 -1.302 -4.550  -0.329
C 1.627 -1.756 -4.749  -0.088
C 2.429 -1.153 -5.705  -0.091
C 1.940 -0.089 -6.456  -0.099
C 0.631 0.333 -6.280  -0.082
C -0.178 -0.277 -5.328  -0.077
H -2.977 -2.794 -4.430  0.111
H -3.643 -5.040 -5.313  0.097
H -2.084 -6.951 -5.101  0.091
H 0.129 -6.625 -4.038  0.097
H 0.764 -4.405 -3.164  0.093
H 2.018 -2.586 -4.171  0.092
H 3.443 -1.503 -5.853  0.097
H 2.583 0.413 -7.168  0.094
H 0.242 1.158 -6.864  0.100
H -1.203 0.030 -5.158  0.104
C 3.365 2.197 0.216  -0.168
C 3.877 1.924 -1.204  -0.149
C 3.537 0.439 -1.422  -0.212
O 3.118 -0.089 -0.172  -0.176
C 3.452 0.828 0.863  -0.205
H 2.320 2.501 0.198  0.038
H 3.944 2.953 0.748  0.113
H 4.957 2.086 -1.266  0.096
H 3.393 2.562 -1.944  0.099
H 4.407 -0.122 -1.788  0.105
H 2.714 0.312 -2.129  0.094
H 4.468 0.619 1.234  0.112
H 2.734 0.701 1.674  0.096
C 0.146 0.473 -1.003  -0.172
C 0.130 1.513 -1.643  -0.121
C 0.195 2.826 -2.220  -0.231
C 0.660 3.899 -1.451  -0.048
C 0.773 5.164 -2.007  -0.088
C 0.423 5.387 -3.335  -0.122
C -0.102 4.340 -4.084  -0.114
C -0.229 3.075 -3.529  -0.045
H 0.891 3.745 -0.403  0.037
H 1.125 5.978 -1.385  0.088
H 0.539 6.370 -3.775  0.083
H -0.427 4.511 -5.105  0.086
H -0.684 2.270 -4.087  0.093
S 0.744 5.626 2.005  0.105
P -0.001 3.975 2.843  -0.003
S 0.077 2.234 1.913  0.323
C -1.741 4.302 3.348  -0.381
C -2.055 5.465 4.054  -0.113
C -3.368 5.745 4.399  -0.110
C -4.385 4.864 4.037  -0.119
C -4.080 3.711 3.332  -0.092
C -2.761 3.433 2.981  -0.102
C 0.791 3.722 4.493  -0.376
C 2.018 4.301 4.790  -0.118
C 2.753 3.877 5.896  -0.108
C 2.267 2.865 6.709  -0.121
C 1.026 2.298 6.433  -0.102
C 0.297 2.725 5.335  -0.105
H -1.258 6.155 4.307  0.088
H -3.604 6.652 4.943  0.088
H -5.413 5.084 4.300  0.086
H -4.866 3.022 3.049  0.097
H -2.512 2.546 2.408  0.052
H 2.389 5.081 4.135  0.051
H 3.718 4.325 6.104  0.089
H 2.855 2.506 7.546  0.086
H 0.643 1.499 7.057  0.091
H -0.658 2.266 5.106  0.100

- multiplicity = 4
- HOMO-LUMO gap (spin up / spin down) (eV) = 4.76 / 5.85
- strongest force on any atom (eV/A) = 1.3
- LUMO level (spin up / spin down) (hartree) = 0.14256 / 0.14247
- net charge = -2
- ΔE to the lowest compared entry with this formula, charge and spin (kJ/mol) = 10.00

# 3
Below is 9 unconnected molecules or ions with the total composition C54H45N9O18 at a distorted geometry, with properties calculated with wB97M-V/def2-TZVPD.

Last column: Löwdin charge in e.
Geometry (Å):
C -10.934 -2.306 1.153  -0.100
C -10.539 -1.251 0.455  -0.089
C -9.179 -0.958 0.235  0.032
C -8.230 -1.797 0.840  -0.125
C -8.712 -2.779 1.637  -0.045
C -9.992 -3.104 1.738  -0.082
N -6.790 -1.572 0.642  -0.333
O -6.354 -0.731 -0.091  0.086
O -6.075 -2.302 1.312  0.079
H -11.975 -2.419 1.417  0.115
H -11.186 -0.431 0.180  0.109
H -8.914 -0.024 -0.237  0.118
H -8.004 -3.225 2.320  0.130
H -10.346 -3.916 2.357  0.117
C 5.567 1.341 0.979  -0.068
C 6.812 1.724 1.512  -0.039
C 7.895 0.907 1.322  -0.016
C 7.709 -0.320 0.645  -0.132
C 6.439 -0.625 0.172  -0.018
C 5.303 0.191 0.324  -0.049
N 8.806 -1.319 0.468  -0.311
O 9.982 -1.033 0.775  0.039
O 8.512 -2.408 -0.087  0.020
H 4.698 1.964 1.131  0.090
H 6.973 2.679 1.990  0.115
H 8.775 1.172 1.889  0.114
H 6.173 -1.637 -0.095  0.105
H 4.376 -0.135 -0.123  0.088
C -6.176 0.721 -7.512  -0.041
C -7.343 0.891 -6.765  -0.106
C -7.424 0.294 -5.570  -0.018
C -6.324 -0.399 -4.939  -0.120
C -5.127 -0.626 -5.592  0.017
C -5.088 0.024 -6.856  -0.042
N -6.392 -0.933 -3.579  -0.338
O -7.434 -0.867 -2.887  0.041
O -5.439 -1.468 -3.130  0.089
H -6.148 1.211 -8.474  0.100
H -8.252 1.348 -7.127  0.110
H -8.306 0.355 -4.950  0.113
H -4.238 -1.097 -5.199  0.122
H -4.171 0.120 -7.418  0.094
C -0.175 -1.136 3.707  -0.113
C -0.103 -0.405 4.894  -0.113
C 0.928 0.573 5.043  -0.048
C 1.857 0.782 4.068  -0.199
C 1.793 0.085 2.875  -0.044
C 0.780 -0.833 2.693  -0.098
N 2.861 1.791 4.353  -0.411
O 3.661 1.918 3.362  -0.145
O 2.969 2.510 5.379  -0.113
H -0.920 -1.907 3.842  0.079
H -0.945 -0.340 5.568  0.082
H 0.786 1.391 5.735  0.093
H 2.495 0.174 2.060  0.087
H 0.819 -1.367 1.755  0.062
C 4.139 -2.274 -2.882  -0.068
C 5.160 -2.182 -3.790  -0.066
C 5.464 -3.267 -4.608  -0.002
C 4.679 -4.429 -4.606  -0.155
C 3.821 -4.606 -3.607  -0.012
C 3.466 -3.485 -2.786  -0.028
N 4.889 -5.579 -5.590  -0.300
O 4.542 -6.723 -5.241  0.048
O 5.212 -5.288 -6.755  0.055
H 4.070 -1.482 -2.150  0.093
H 5.699 -1.246 -3.809  0.112
H 6.233 -3.252 -5.366  0.112
H 3.286 -5.537 -3.487  0.119
H 2.798 -3.508 -1.938  0.071
C -3.120 -0.556 -1.027  -0.055
C -2.789 0.578 -0.177  -0.019
C -1.486 0.989 -0.290  -0.028
C -0.487 0.101 -0.710  -0.108
C -0.816 -1.156 -1.269  -0.010
C -2.166 -1.444 -1.449  -0.078
N 0.963 0.540 -0.604  -0.283
O 1.913 -0.029 -1.159  0.024
O 1.212 1.567 0.078  0.030
H -4.174 -0.787 -0.998  0.062
H -3.497 1.193 0.358  0.100
H -1.330 1.983 0.102  0.107
H -0.065 -1.715 -1.806  0.103
H -2.544 -2.262 -2.045  0.107
C 3.482 -6.365 2.750  -0.084
C 2.158 -6.251 3.175  -0.066
C 1.222 -5.453 2.458  0.035
C 1.747 -4.681 1.363  -0.100
C 3.153 -4.782 0.974  0.019
C 4.014 -5.664 1.635  -0.057
N 0.812 -3.798 0.664  -0.336
O 1.323 -3.117 -0.165  0.057
O -0.410 -3.801 0.985  0.052
H 4.201 -6.962 3.291  0.098
H 1.986 -6.746 4.120  0.098
H 0.174 -5.288 2.658  0.107
H 3.495 -4.204 0.128  0.088
H 5.002 -5.899 1.268  0.104
C 0.182 5.833 2.511  -0.064
C -0.950 5.628 1.694  -0.064
C -1.796 4.635 2.139  -0.059
C -1.646 3.869 3.284  -0.107
C -0.664 4.266 4.182  0.009
C 0.250 5.249 3.773  -0.043
N -2.645 2.754 3.667  -0.285
O -3.683 2.602 2.964  0.017
O -2.289 2.004 4.578  0.074
H 0.935 6.576 2.295  0.095
H -1.227 6.186 0.811  0.103
H -2.642 4.537 1.476  0.108
H -0.570 3.822 5.163  0.118
H 1.004 5.553 4.484  0.113
C 1.723 6.351 -1.545  -0.111
C 1.785 5.079 -1.058  -0.062
C 2.616 4.855 0.029  0.002
C 3.301 5.911 0.593  -0.113
C 3.120 7.246 0.100  -0.013
C 2.300 7.444 -0.962  -0.104
N 4.187 5.633 1.764  -0.354
O 5.100 6.405 1.978  0.053
O 4.027 4.644 2.438  0.099
H 1.006 6.589 -2.316  0.103
H 1.235 4.339 -1.620  0.112
H 2.731 3.810 0.276  0.113
H 3.534 8.118 0.584  0.114
H 1.913 8.431 -1.169  0.110

- multiplicity = 2
- HOMO-LUMO gap (spin up / spin down) (eV) = 1.96 / 5.20
- strongest force on any atom (eV/A) = 4.5
- LUMO level (spin up / spin down) (hartree) = 0.01316 / 0.01316
- net charge = -1
- ΔE to the lowest compared entry with this formula, charge and spin (kJ/mol) = 282.38

# 4
Below is a molecular structure, C54H46AsCl5N2O3P2PbSe2 at a distorted geometry, with properties calculated with wB97M-V/def2-TZVPD.

Last column: Löwdin charge in e.
Geometry (Å):
Pb -0.222 0.465 -0.092  0.895
O -4.408 2.100 -5.735  -0.044
C -4.318 0.718 -5.450  -0.222
C -3.351 0.503 -4.277  -0.567
C -3.865 1.337 -3.082  -0.207
O -3.035 1.160 -1.957  -0.187
C -1.952 0.968 -4.694  -0.420
Se -0.534 0.325 -3.496  0.592
C -3.327 -0.990 -3.954  -0.445
Se -1.815 -1.493 -2.799  0.615
H -5.010 2.230 -6.472  0.096
H -3.951 0.158 -6.321  0.130
H -5.302 0.311 -5.178  0.133
H -4.893 1.030 -2.839  0.135
H -3.885 2.385 -3.392  0.131
H -3.128 1.906 -1.349  0.036
H -1.902 2.055 -4.717  0.085
H -1.704 0.585 -5.684  0.076
H -3.227 -1.578 -4.868  0.071
H -4.242 -1.290 -3.442  0.083
Cl 3.678 -6.481 -1.879  0.647
C 2.795 -5.280 -1.017  -0.747
C 2.378 -4.115 -1.646  -0.715
Cl 2.740 -3.893 -3.317  0.676
C 1.688 -3.132 -0.951  -0.544
Cl 1.230 -1.729 -1.864  0.594
C 1.395 -3.205 0.439  -0.521
O 0.834 -2.278 1.088  -0.174
C 1.836 -4.438 1.027  -0.611
Cl 1.527 -4.706 2.700  0.702
C 2.502 -5.433 0.333  -0.725
Cl 3.004 -6.872 1.139  0.665
N -1.138 0.481 3.033  -0.366
P 0.558 0.541 2.718  0.901
C 1.112 0.011 4.384  -0.345
C 1.510 -1.302 4.588  -0.093
C 1.779 -1.761 5.868  -0.069
C 1.665 -0.902 6.950  -0.078
C 1.300 0.423 6.746  -0.075
C 1.018 0.882 5.469  -0.086
C 1.034 2.309 2.844  -0.412
C 0.160 3.365 2.630  -0.120
C 0.651 4.655 2.486  -0.069
C 2.013 4.899 2.567  -0.079
C 2.890 3.854 2.825  -0.083
C 2.403 2.564 2.941  -0.134
P -2.084 -0.269 1.825  0.865
C -3.740 0.215 2.422  -0.325
C -3.993 1.569 2.648  -0.096
C -5.239 1.977 3.091  -0.077
C -6.246 1.044 3.298  -0.084
C -5.999 -0.302 3.076  -0.078
C -4.754 -0.717 2.629  -0.077
C -2.127 -2.071 2.071  -0.394
C -2.289 -2.817 0.907  -0.115
C -2.350 -4.199 0.963  -0.062
C -2.256 -4.840 2.190  -0.079
C -2.086 -4.098 3.349  -0.088
C -2.021 -2.715 3.296  -0.087
H -1.425 0.354 3.998  0.075
H 1.583 -1.957 3.734  0.063
H 2.074 -2.792 6.014  0.107
H 1.858 -1.258 7.954  0.104
H 1.236 1.101 7.587  0.105
H 0.727 1.913 5.315  0.108
H -0.900 3.172 2.553  0.066
H -0.038 5.467 2.293  0.107
H 2.392 5.903 2.423  0.104
H 3.952 4.046 2.912  0.109
H 3.087 1.739 3.117  0.105
H -3.211 2.296 2.471  0.079
H -5.433 3.025 3.272  0.106
H -7.223 1.366 3.633  0.103
H -6.777 -1.031 3.255  0.105
H -4.566 -1.767 2.450  0.100
H -2.348 -2.305 -0.047  0.046
H -2.469 -4.768 0.051  0.109
H -2.305 -5.920 2.242  0.107
H -2.004 -4.606 4.302  0.106
H -1.867 -2.146 4.206  0.107
N -2.068 3.379 -0.014  0.014
C -1.337 2.488 0.095  -0.461
C 6.542 4.006 0.335  -0.092
C 6.585 2.696 0.783  -0.081
C 5.479 1.871 0.637  -0.100
C 4.318 2.339 0.028  -0.342
C 4.266 3.673 -0.366  -0.118
C 5.371 4.496 -0.223  -0.087
As 2.759 1.139 -0.253  1.263
C 2.625 1.425 -2.191  -0.419
C 1.969 2.615 -2.514  -0.184
C 1.856 3.038 -3.828  -0.094
C 2.385 2.262 -4.849  -0.093
C 2.973 1.045 -4.546  -0.085
C 3.081 0.621 -3.229  -0.141
C 3.739 -0.513 0.097  -0.410
C 3.572 -1.051 1.369  -0.140
C 4.218 -2.218 1.742  -0.071
C 5.040 -2.870 0.837  -0.068
C 5.259 -2.314 -0.415  -0.067
C 4.631 -1.131 -0.773  -0.106
H 7.409 4.645 0.439  0.101
H 7.483 2.306 1.244  0.104
H 5.530 0.854 0.999  0.093
H 3.356 4.078 -0.789  0.089
H 5.320 5.526 -0.551  0.103
H 1.529 3.207 -1.716  0.091
H 1.368 3.977 -4.052  0.108
H 2.330 2.602 -5.874  0.104
H 3.364 0.420 -5.338  0.109
H 3.502 -0.353 -3.035  0.065
H 2.920 -0.544 2.069  0.046
H 4.078 -2.619 2.738  0.105
H 5.522 -3.798 1.113  0.112
H 5.930 -2.796 -1.114  0.111
H 4.862 -0.679 -1.727  0.093

- HOMO-LUMO gap (eV) = 6.49
- strongest force on any atom (eV/A) = 1.6
- LUMO level (hartree) = -0.01747
- net charge = 0
- ΔE to the lowest compared entry with this formula, charge and spin (kJ/mol) = 106.42